The following is a DFT calculation (ωB97M-V/def2-TZVPD) of the ion C10H18N with charge +1 in a non-equilibrium geometry.

Last column: natural (NBO) charge in e.
CARTESIAN COORDINATES (ANGSTROEM)
C -1.52114 0.74089 0.90130  0.3042
C 0.06881 -0.65873 0.44684  0.2529
C -2.48682 0.22564 -0.06910  -0.5835
C 1.33906 0.27199 -1.39025  -0.4027
C -2.02789 -1.13052 -0.60601  -0.1897
C 0.03796 -0.39493 -1.98532  -0.2356
C 1.42756 -0.08656 0.08407  -0.2221
C -1.63932 1.54871 2.04306  -0.7792
C 2.02256 0.98890 0.88816  -0.6330
C 2.32371 -1.30997 0.32265  -0.5703
N -0.54496 -1.09913 -0.72796  -0.4936
H -3.50386 0.21269 0.38445  0.2559
H -2.63444 0.87442 -1.03548  0.2625
H 2.18859 -0.17658 -1.91573  0.2310
H 1.31853 1.27707 -1.47161  0.2274
H -2.47088 -1.80453 0.03198  0.2426
H -2.32855 -1.25756 -1.64557  0.2225
H -0.70302 0.41593 -2.26755  0.2395
H 0.37569 -1.18963 -2.71274  0.2452
H -0.67282 1.98387 2.25594  0.2606
H -2.10391 0.97833 2.91838  0.2786
H -2.39737 2.44075 1.80825  0.2747
H 1.59279 2.00281 0.92481  0.2261
H 3.12540 1.36497 0.77663  0.2576
H 1.91746 0.67393 1.96850  0.2278
H 3.33719 -1.14909 -0.25541  0.2248
H 1.87423 -2.19308 -0.03135  0.1920
H 2.52174 -1.41734 1.34596  0.2304
H -0.43630 -2.13325 -0.98689  0.4534

Results
HOMO energy (spin up / spin down) (eV): -11.7207 / -12.4615
E_LUMO (spin up / spin down) (eV): -4.92 / -3.87
Total charge: +1
Orbital gap (spin up / spin down) (Eh): 0.2499 / 0.3159
2S+1: 1

***

The following is a DFT calculation (ωB97M-V/def2-TZVPD) of a structure of composition C3H6O5Y in a non-equilibrium geometry.

Last column: natural (NBO) charge in e.
CARTESIAN COORDINATES (ANGSTROEM)
C 1.74533 1.71930 1.69564  -0.1644
C 0.59317 0.79518 1.31667  -0.0955
O 0.02129 1.25335 0.07364  -0.4631
C -0.95599 0.57196 -0.45378  0.9948
O -1.41772 -0.48292 0.08322  -0.8233
O -1.39667 0.92305 -1.59326  -0.8098
O 2.29561 1.34019 2.89850  -0.2686
Y -3.03062 -0.73143 -1.67498  1.7403
H 1.34931 2.75573 1.73765  0.2514
H 2.47617 1.70815 0.85588  0.2256
H -0.18510 0.81089 2.09210  0.2062
H 0.94927 -0.23590 1.18766  0.2061
H 3.66828 0.38989 3.12332  0.4660
O 4.73164 -0.31522 3.39236  -0.9256
H 4.42972 -1.22297 3.46818  0.4600

Results
HOMO energy (spin up / spin down) (eV): -11.9891 / -12.5976
E_LUMO (spin up / spin down) (eV): -5.40 / -5.74
Total charge: +1
Orbital gap (spin up / spin down) (Eh): 0.2422 / 0.2520
2S+1: 1

***

The following is a DFT calculation (ωB97M-V/def2-TZVPD) of a cluster of 2 separate species, C6H9O6PS in total in a non-equilibrium geometry.

Last column: natural (NBO) charge in e.
CARTESIAN COORDINATES (ANGSTROEM)
C 2.48116 -1.34348 1.01790  -0.1719
C 2.90785 -0.28742 0.65873  -0.0996
C -0.14480 -2.60365 0.55676  -0.3564
C -2.12866 -1.06832 -1.60025  -0.2556
C 3.10208 1.11230 0.36464  -0.1524
C -0.45864 -1.72182 -0.17572  0.3223
O -2.30022 2.20933 -0.13901  -1.0197
O -0.05960 1.51464 -1.57508  -0.9470
O -0.08361 1.30587 0.84998  -1.0038
O -0.83848 -0.89355 -1.05456  -0.5285
O 2.00906 1.75901 -0.20434  -0.6691
O -2.34627 -0.05158 0.97899  -1.0902
P -1.69054 1.24106 1.03282  2.1974
S 0.72225 0.76145 -0.56305  1.8262
H 2.21972 -2.24619 1.60038  0.2521
H -1.71472 1.87278 2.19085  -0.1252
H 0.16992 -3.18482 1.34030  0.2222
H -1.62318 2.25487 -0.93643  0.5425
H -2.35440 -1.79951 -2.37058  0.1904
H -2.41138 -0.12004 -2.08414  0.2056
H -2.84498 -1.35683 -0.85987  0.2215
H 4.00249 1.12660 -0.37341  0.2126
H 3.38498 1.51930 1.34509  0.2265

Results
HOMO energy (eV): -9.5458
E_LUMO (eV): 0.39
Orbital gap (Eh): 0.3650
2S+1: 1

***

Let's list ΔE to the lowest compared entry with this formula, charge and spin in order: 7.163, 0.138, 2.131 eV.
Let's list DFT total energy in order: -12138.577, -14477.670, -38771.580 eV.